No. 1
17
Properties=species:S:1:pos:R:3 method="wB97M-V/def2-TZVPD" e_lumo_ev=0.74 charge=0 homo_energy_ev=-8.70 homo_lumo_gap_ha=0.3470 de_lowest_kcal_mol=101.3 smiles="C=C(C)O.COO"
H -3.0372 0.3161 1.3776
O -1.3857 0.1686 0.1268
C -1.9646 0.1080 1.4500
H 0.9863 -1.9208 0.1773
H 0.4213 0.3319 -2.3285
H -1.2705 -1.3004 -1.0632
O 0.9007 -1.4145 -0.6391
H 1.9087 1.3579 0.9251
H 0.9397 1.7595 -1.4106
H -1.8046 -0.8772 1.9063
C 1.6017 0.3392 0.7934
C 1.1677 0.7238 -1.6464
O -2.0295 -0.7505 -0.7775
H -1.4724 0.9002 2.0117
H 2.1388 0.6810 -2.1452
H 1.7117 -0.3230 1.6390
C 1.1877 -0.0997 -0.3967

No. 2
77
Properties=species:S:1:pos:R:3 method="wB97M-V/def2-TZVPD" e_lumo_ev=3.55 charge=-2 homo_energy_ev=-0.96 homo_lumo_gap_ha=0.1658 de_lowest_kcal_mol=0.0
H -2.0975 -4.2458 -3.8982
C 3.7191 -3.6115 0.0016
C -2.2915 2.9894 6.2601
C 1.2171 -3.9652 -4.5193
C -2.0211 1.6627 3.8026
H -0.4173 2.0783 6.7740
C -0.0226 4.6712 -1.3519
H -3.3781 5.0709 -2.3613
H 3.1982 -4.4538 0.4362
C 0.1524 -4.7949 2.6669
H -0.2236 6.4124 -2.5992
H 1.9391 -4.1005 -5.3162
H 1.0591 -5.6329 -0.9895
H -2.9355 4.8168 -0.6427
C -3.4442 -0.0996 -1.7032
C 3.0338 -0.3162 -1.8639
C 1.6830 7.9674 -1.4949
C -3.2726 2.2199 -0.6061
C -3.2619 3.1272 5.2739
C 1.5550 4.7216 0.2967
C -1.1814 2.1898 6.0118
H -3.8805 2.5559 3.2858
H -4.1267 3.7566 5.4563
P 1.1507 -2.6031 -0.6159
H 6.8822 -2.4637 -0.3842
H -1.3516 -3.3878 -1.7079
N -2.9296 0.1430 0.6001
N 0.5880 4.0642 -0.3370
C 2.9951 -2.5856 -0.6167
H 2.7440 6.5053 0.4945
H -2.5202 -0.6141 -1.9874
H 2.6786 -3.2455 -3.1233
O -0.6548 0.4719 2.2650
C 1.9540 6.0019 -0.0456
C 1.3107 6.6312 -1.1057
C 5.0955 -1.4745 -1.0454
H -4.6277 4.8034 -1.1430
C 0.8094 -5.3983 0.0392
H -0.1808 0.9327 4.5622
C 0.3012 5.9509 -1.7744
C -1.0462 -4.0501 -3.7260
O 1.8392 -0.5241 -2.2007
C 3.7069 -1.5007 -1.1460
C -3.6149 4.5235 -1.4464
H 5.6286 -4.3969 0.5660
C -0.6265 -3.5716 -2.4942
C -1.8313 0.9404 2.4842
C 1.6363 -3.4892 -3.2845
H 5.5945 -0.6049 -1.4531
H -3.7980 0.4877 -2.5466
C -3.2218 0.7847 -0.4902
N -2.9165 0.8969 1.7679
H -0.4484 -4.6110 -5.7120
C -3.5701 3.0094 -1.7287
H -3.0801 2.7605 0.3122
C 0.5015 -6.4179 0.9293
H -4.1776 -0.8617 -1.4331
H 2.0286 4.1986 1.1194
C 0.1798 -6.1180 2.2471
H 0.5092 -7.4490 0.5948
C -0.1225 -4.2509 -4.7434
C 5.1027 -3.5807 0.0836
H -0.1241 -4.5524 3.6856
C -1.0461 1.5415 4.7912
O -3.8239 2.6700 -2.9116
H 0.3816 -2.7374 2.0810
H -2.3976 3.5047 7.2086
N 1.9827 9.0324 -1.8049
C 0.7995 -4.0671 0.4531
H -0.8188 4.1120 -1.8331
H -0.0660 -6.9141 2.9401
C 0.4497 -3.7761 1.7722
Cs 0.0178 0.8983 -0.3866
C -3.1285 2.4678 4.0591
O 3.7325 0.6931 -2.0465
C 5.8005 -2.5039 -0.4455
C 0.7203 -3.2952 -2.2566

No. 3
9
Properties=species:S:1:pos:R:3 method="wB97M-V/def2-TZVPD" e_lumo_ev=0.41 charge=0 homo_energy_ev=-10.38 homo_lumo_gap_ha=0.3965 de_lowest_kcal_mol=57.5 smiles=C#Cc1nnn[nH]1
N -1.8227 0.5891 0.0311
H 3.9610 0.0732 0.1693
C 0.2684 -0.0630 -0.0184
H -0.3329 1.9995 -0.0692
N -0.5672 1.0043 -0.0116
C 2.8996 -0.0059 0.0150
N -0.5192 -1.1154 -0.0219
C 1.6883 -0.0404 -0.0368
N -1.7718 -0.6804 0.0226

No. 4
84
Properties=species:S:1:pos:R:3 method="wB97M-V/def2-TZVPD" e_lumo_ev=-0.07 charge=0 homo_energy_ev=-8.42 homo_lumo_gap_ha=0.3069 smiles=C#CB1OB(CCCc2ccccc2)OB(CNC)O1.COCCOCCOC.COCCOCCOC
C 0.6856 -4.4875 3.2822
N 1.6205 -1.2903 1.9404
C 2.8289 0.7451 -3.2369
H -2.5312 3.9590 -4.2445
H 1.4074 4.2170 -0.4425
H 2.4885 -0.7340 0.0121
H -2.8785 5.4399 -0.8559
C -2.6937 -7.2076 2.3842
H -1.0330 3.0145 -0.4420
B 5.1614 2.0731 1.3123
H -3.4487 -8.7639 4.6914
O -4.8359 4.8063 -1.9474
C -1.9976 4.8418 -1.0792
H -2.1341 -8.0351 1.9367
H 1.1585 -1.0630 -3.2691
O -0.5305 -4.8425 3.9207
H 1.7960 -1.1110 2.9536
C 2.4470 3.7986 -0.8540
H 2.7700 -3.0808 -4.3288
O -2.9860 -4.7256 2.1265
H 1.1967 1.3498 -1.7177
C 4.7918 -1.6663 -4.5216
H -2.0307 3.7899 0.8009
O 2.3460 2.0187 1.2163
H 3.7243 -1.4273 1.2615
H -1.1793 -5.7292 1.8703
H -3.0006 3.0087 -2.8636
H -1.2091 -2.9567 3.3013
O 4.5855 2.3770 -0.0385
O 4.4648 1.1839 2.3078
H -3.7632 -7.3711 2.1799
H 0.5400 -3.7665 2.4726
C -1.5043 -3.7989 3.9315
H -3.4039 -7.2208 5.5700
C 2.2785 -0.8027 -3.5244
H -3.5245 0.9530 -1.4950
H -1.5728 -3.4411 4.9670
H 1.5220 4.0852 -2.9177
C -2.8830 -4.3117 3.4947
H -4.0874 5.7773 -3.6522
B 3.1954 0.8303 1.5799
H -5.3102 6.1530 -0.4887
H 8.9000 4.0101 1.4615
C -4.2301 4.7666 -3.2391
H 3.3343 3.5691 -2.9553
H 0.2072 -0.4949 0.3476
H -3.5870 -3.4783 3.6003
C -3.4996 -7.6785 4.5835
H 6.5256 0.0816 -4.4879
C 4.4059 1.0358 -3.5778
C -1.9745 3.5403 -0.2665
H -0.6044 -1.4629 1.7494
C 2.7820 -0.7067 1.1666
H -2.4022 -5.9881 0.6589
H 0.1215 0.2713 2.0967
H 0.8873 1.9125 -3.4898
H 1.1228 -5.3906 2.8495
H -3.2529 -5.0882 4.1607
O -2.4155 -7.2287 3.7840
C 2.3113 3.3390 -2.4224
O -3.1070 2.7217 -0.5576
B 3.1531 2.6898 0.1376
O -1.8316 4.6923 -2.4947
C 5.3915 -0.1528 -4.2129
H 1.3827 -4.0821 4.0204
H -2.8385 0.7990 0.1348
C 7.9519 3.3370 1.7317
C -5.3301 6.0853 -1.5782
H -1.1447 5.4454 -0.7484
H -1.7981 1.2378 -1.2545
H -4.7139 6.8971 -1.9771
H 5.5221 -2.4556 -4.9974
H -4.9191 4.2272 -3.8967
C -2.2463 -5.8914 1.7419
H -6.3619 6.1913 -1.9197
C 0.2824 -0.7430 1.4896
H 3.1689 4.7493 -0.8498
C -2.8861 4.0333 -3.2075
C 1.7366 1.8215 -2.6558
C -2.7858 1.3615 -0.8011
H 4.8769 2.0888 -3.3812
H -4.4687 -7.3842 4.1685
C 3.2050 -2.0069 -4.1482
C 6.6582 2.7397 1.6424

No. 5
34
Properties=species:S:1:pos:R:3 method="wB97M-V/def2-TZVPD" e_lumo_ev=-0.78 charge=0 homo_energy_ev=-9.39 homo_lumo_gap_ha=0.3167
F -0.5167 2.6266 -1.0336
O -0.9159 -3.3455 -0.0123
Br 3.4609 2.1218 -0.0168
H 2.4583 -2.2719 -1.3778
H -2.5614 0.9072 1.1946
C -2.8601 -1.8092 -0.1312
F 1.3198 4.7436 -0.9313
H -1.8878 -1.0306 -1.8938
C -2.3263 -0.5981 -0.9927
C 1.1409 0.5038 0.2100
Br 5.1764 -0.6383 -0.5454
C 0.7483 1.2243 1.3112
C -1.7421 -2.4684 0.6714
H -3.3341 -2.5624 -0.7661
C 0.1330 -0.0743 -0.5656
O 0.4307 -0.7784 -1.6805
C 3.2861 -0.6968 -0.2688
H 1.6849 -2.1021 0.1806
H -1.1053 -4.2256 0.3422
N -0.5325 1.3496 1.6163
H 3.3436 -2.8534 0.0192
H -0.7801 1.9134 2.4220
F -1.3433 5.1628 -0.1762
O -1.5574 -2.2336 1.8386
C 2.6578 -2.0728 -0.3143
C -1.5205 0.7917 0.9157
H 1.4470 1.7207 1.9735
C -1.2097 0.0632 -0.1929
C 2.5922 0.4255 -0.0492
Al -0.0498 4.0583 -0.1862
H -3.5389 -1.3774 0.6097
H -3.1166 0.1251 -1.1967
H 0.6816 -0.1940 -2.4107
F 0.3368 3.5950 1.4370

No. 6
55
Properties=species:S:1:pos:R:3 method="wB97M-V/def2-TZVPD" e_lumo_ev=-0.45 charge=0 homo_energy_ev=-10.36 homo_lumo_gap_ha=0.3642 de_lowest_kcal_mol=60.5
H 1.3420 -4.5453 -5.2301
C 5.8807 0.4116 -0.4805
O -10.4011 2.0146 2.6520
H -0.1765 -5.0585 -3.1817
H 2.2235 -0.8274 0.0769
H 0.8829 -6.4204 -2.8483
C 2.9296 -1.5254 -0.3858
H -2.7028 0.5027 2.3474
O -8.4799 2.2069 3.8955
H 3.1000 4.7926 1.3766
O -0.5570 5.5794 2.2306
H -5.8103 0.9566 1.4861
H 3.7420 -0.3143 -1.9714
H 2.3887 2.0449 1.1136
O 1.1381 4.1783 0.7786
O -1.3751 3.5932 0.8892
H 2.8979 -6.3989 -5.4282
C 2.7241 2.6459 2.0864
O 6.3339 -0.6270 -1.2467
C 2.1687 4.1984 1.8284
C 1.6773 -5.0086 -4.2935
O -2.8310 1.2963 1.7169
C -7.0861 2.5858 2.1423
O 3.9339 -4.8580 -4.5053
H 3.2829 -2.1893 0.4103
H 3.1113 -6.5271 -3.6629
H 5.2979 -2.1678 -2.1696
C 3.4807 -3.8194 -3.7391
H 2.3940 -2.1333 -1.1211
C 0.5296 -5.7564 -3.6444
O -0.2647 1.4514 2.0038
B -0.2123 4.4510 1.3085
H -6.1916 2.1237 0.2289
H -7.0615 3.6827 2.1204
H 1.8453 4.7428 2.8124
C -9.1875 2.1224 2.7279
H 2.1643 2.1965 3.0354
C -7.1160 2.0556 3.5439
C 2.9104 -5.8374 -4.4903
H -5.0203 2.5421 1.5027
O 6.5620 1.3515 -0.1032
C -5.9615 2.0243 1.2952
O -8.3498 2.1734 1.6459
H -6.4754 2.6224 4.2246
H 5.5113 -2.2961 -0.4043
C 4.0773 -0.7775 -1.0349
C 5.3104 -1.6063 -1.2317
H 3.8815 2.5986 2.2714
S -1.5143 2.3620 2.1072
O 4.5517 0.2575 -0.1881
O 2.1517 -3.9736 -3.4468
H -0.9451 5.1547 3.0748
H -6.8619 0.9921 3.6154
H -0.0060 -6.3644 -4.3797
O 4.1620 -2.8795 -3.3618

No. 7
13
Properties=species:S:1:pos:R:3 method="wB97M-V/def2-TZVPD" e_lumo_ev="-4.59 / -8.62" charge=+1 homo_energy_ev="-14.06 / -13.81" multiplicity=2 homo_lumo_gap_ha="0.3478 / 0.1910" de_lowest_kcal_mol=18.7
C -0.0010 -0.3222 0.4016
H 1.9375 0.5763 -0.6124
H -0.3247 -1.3667 0.4263
H 0.4924 -0.5957 2.3907
N 0.1871 0.1056 1.7201
O 1.7220 -1.4007 -0.8999
H -0.7340 1.6614 -0.1363
H -1.5553 -0.7584 -2.1635
H 0.7035 0.9688 1.8647
C -0.9317 0.6164 -0.3644
H -1.9512 0.4555 -0.0410
S -0.9533 0.4403 -2.1645
C 1.4088 -0.3807 -0.4214

No. 8
6
Properties=species:S:1:pos:R:3 method="wB97M-V/def2-TZVPD" e_lumo_ev=10.98 charge=-4 homo_energy_ev=4.57 homo_lumo_gap_ha=0.2352
Cl 1.8012 0.0914 2.3544
Cl -1.8813 1.3513 1.3080
Cl -1.7606 -0.2502 -2.4165
Cl 2.0864 1.4581 -1.7216
Cl -0.2713 -2.6672 0.4496
Li 0.0255 0.0165 0.0261

No. 9
18
Properties=species:S:1:pos:R:3 method="wB97M-V/def2-TZVPD" e_lumo_ev=1.00 charge=0 homo_energy_ev=-8.50 homo_lumo_gap_ha=0.3493 de_lowest_kcal_mol=52.2 smiles="C1=C[C@H]2CN[C@@H]1CN2"
H -1.8730 -1.3578 -1.4356
H 1.6879 1.6212 0.3003
C -0.5862 -0.2564 1.3728
H -1.0720 -1.1449 1.8635
H 1.3222 1.3592 -1.3899
C 1.1195 -0.2573 -0.2405
H 0.6032 -2.0004 -1.6292
H 2.1483 -0.6184 -0.3738
C -1.2253 0.3379 0.0817
N -0.4334 1.5982 -0.1549
H -0.9017 0.4917 2.1862
N 0.8932 -0.4798 1.1371
C 0.9814 1.1699 -0.4198
H -2.2492 0.6537 0.1548
C -1.0577 -0.7782 -0.8726
H 1.1791 -1.3415 1.5385
C 0.2160 -1.0678 -1.1052
H -0.7521 2.0705 -1.0133

No. 10
19
Properties=species:S:1:pos:R:3 method="wB97M-V/def2-TZVPD" e_lumo_ev=0.59 charge=0 homo_energy_ev=-9.13 homo_lumo_gap_ha=0.3571 de_lowest_kcal_mol=10.5 smiles="CNC(=O)CCS.O"
O 1.5893 0.3846 -2.2290
O -2.0019 -0.6843 -1.2854
H 1.3367 -0.7392 0.7354
C -0.5325 1.5993 0.3222
H -0.7723 -0.0849 1.6548
H -2.2608 0.5281 0.9479
H 0.2930 1.3518 -0.3548
H 0.4805 -2.0290 1.6070
C -1.2293 0.2869 0.7441
S 0.1634 2.5653 1.6957
H 1.6348 -2.4157 0.3963
H 1.2166 -0.4425 -1.8926
C 0.8399 -1.7034 0.6273
H -1.1755 2.2385 -0.2706
H -0.3728 3.7401 1.3500
H -0.3728 -2.4555 -0.9170
N -0.1829 -1.6531 -0.3954
H 2.5240 0.2094 -2.3422
C -1.1776 -0.6963 -0.3938

No. 11
14
Properties=species:S:1:pos:R:3 method="wB97M-V/def2-TZVPD" e_lumo_ev=0.92 charge=0 homo_energy_ev=-9.59 homo_lumo_gap_ha=0.3860 de_lowest_kcal_mol=16.9 smiles="CC(=O)NCN"
N 0.2583 0.6664 -0.1816
C -0.7211 0.3063 0.6987
H -1.9924 1.5438 -0.4376
C 1.5293 -0.0359 -0.1892
H 0.0998 1.3594 -0.8934
H 1.9588 0.0788 0.8047
H -2.9077 0.8102 0.8781
H 1.2103 -1.9678 0.3237
H 2.1177 0.4091 -0.9867
N 1.3421 -1.4383 -0.5172
C -2.1228 0.6339 0.1466
H -2.4425 -0.2028 -0.4709
H 2.1318 -1.9110 -0.9197
O -0.4615 -0.2521 1.7445

No. 12
23
Properties=species:S:1:pos:R:3 method="wB97M-V/def2-TZVPD" e_lumo_ev=1.03 charge=0 homo_energy_ev=-9.03 homo_lumo_gap_ha=0.3697 de_lowest_kcal_mol=27.0 smiles=Cc1ccccc1.CC
C -0.1886 -0.1543 3.4304
H -0.9290 1.8469 -3.9530
H 0.4309 -2.1546 3.7319
H -0.9618 -0.8878 0.7318
H 1.8373 -0.9117 3.6078
C 0.4943 -1.2464 -0.7293
H -1.8263 1.2395 -0.4357
C -0.5831 -0.5507 -0.2179
H 0.8517 -1.6044 2.2183
H -0.0349 0.3155 4.3993
C -0.9171 2.1322 -2.8708
C 1.0839 -0.9230 -1.9821
C -0.4511 0.9560 -2.0511
H 1.9271 -1.5263 -2.2799
C 0.8722 -1.2694 3.2613
H 0.8714 -2.1336 -0.2348
H -0.2693 2.9760 -2.6286
H -1.1883 -0.4970 3.1703
C 0.5992 0.2492 -2.5816
C -1.0190 0.6277 -0.8151
H -1.9637 2.4060 -3.0089
H 0.1439 0.5798 2.6721
H 1.2205 0.5302 -3.4346

Number 1: maximum force 0.0261 hartree/bohr. Number 2: maximum force 0.0082 hartree/bohr. Number 3: maximum force 0.0343 hartree/bohr. Number 4: maximum force 0.1910 hartree/bohr. Number 5: maximum force 0.0308 hartree/bohr. Number 6: maximum force 0.1021 hartree/bohr. Number 7: maximum force 0.0309 hartree/bohr. Number 8: maximum force 0.0128 hartree/bohr. Number 9: maximum force 0.0799 hartree/bohr. Number 10: maximum force 0.0426 hartree/bohr. Number 11: maximum force 0.0169 hartree/bohr. Number 12: maximum force 0.0588 hartree/bohr.